Record 1
The following is a quantum chemistry calculation of a molecular structure, C11H11NO2 at a distorted geometry, from the Open Molecules 2025 dataset.

## Properties
Energy in Ha: -630.823206
Net charge: 0
HOMO level in eV: -8.6
Molar mass in g/mol: 189.2
Energy relative to the best compared isomer or geometry (same formula, charge and spin) in kcal/mol: 142.7

```
25
Properties=species:S:1:pos:R:3:nbo_charge:R:1
C 0.59 -0.63 3.09 -0.2098
C 1.02 0.49 2.35 -0.2080
C -0.38 -1.44 2.61 -0.2069
C 0.24 0.91 1.25 -0.1967
C -1.08 -1.10 1.46 -0.1913
C -0.78 0.06 0.79 -0.1295
C -0.55 -1.04 -2.47 -0.0103
C 1.03 1.10 -2.19 -0.4035
C 1.56 -0.04 -1.33 -0.4298
C -1.34 0.37 -0.55 0.5479
C 0.19 -0.09 -1.75 -0.0869
N -1.80 -1.18 -2.25 -0.0590
O -2.25 -0.44 -1.17 -0.3867
O -1.55 1.72 -0.89 -0.6970
H 1.11 -0.93 4.05 0.2174
H 1.74 1.22 2.66 0.2155
H -0.60 -2.33 3.08 0.2132
H 0.65 1.70 0.69 0.2158
H -1.93 -1.61 1.04 0.2313
H -0.08 -1.36 -3.35 0.2089
H 0.76 1.94 -1.63 0.2260
H 1.24 1.20 -3.21 0.2163
H 2.22 -0.66 -1.87 0.2125
H 1.96 0.07 -0.33 0.2374
H -1.97 2.07 -0.10 0.4730
```



Record 2
The following is a quantum chemistry calculation of 11 unconnected molecules or ions with the total composition C22H27Cl30N4O6S at a distorted geometry, from the Open Molecules 2025 dataset.

## Properties
Energy in Ha: -15728.020127
Net charge: +1
HOMO level in eV: -12.2
Molar mass in g/mol: 1539.1

```
90
Properties=species:S:1:pos:R:3:mulliken_charge:R:1
C 1.79 3.42 -2.33 -0.4454
N 0.71 3.60 -3.37 -0.2646
C -0.48 2.69 -3.16 -1.2302
C -0.32 1.63 -1.90 0.3459
C 0.54 0.25 -2.28 0.4377
C 1.20 -0.07 -3.75 0.2379
O 2.53 0.04 -4.04 -0.5205
O 0.34 -0.49 -4.88 -0.1328
C 0.68 -0.86 -1.08 -0.1406
N 1.42 -2.14 -1.42 -0.2911
C 0.50 -3.19 -1.54 0.7026
O -0.53 -4.03 -1.80 -0.4649
C 0.00 -0.52 0.40 -0.0287
N 0.17 -1.64 1.44 -0.2033
N -0.78 0.78 0.69 0.5031
C -1.36 0.97 2.07 -0.6790
C -2.99 0.64 1.93 0.2481
O -3.43 -0.32 2.99 0.0719
C -0.99 1.87 -0.39 0.0097
S -1.96 3.44 -0.20 1.0484
C -1.01 5.01 -0.74 -0.8221
O -3.19 3.33 -1.18 -0.5872
O -2.55 3.77 1.17 -0.3982
H 2.35 2.37 -2.39 0.1382
H 2.63 4.22 -2.60 0.3664
H 1.47 3.66 -1.23 0.0479
H 0.40 4.61 -3.44 0.3631
H -1.44 3.36 -3.11 0.4665
H -0.60 2.03 -4.14 0.2781
H -0.57 -0.74 -4.53 0.1775
H 0.60 -1.17 2.30 0.3565
H 0.89 -2.33 1.15 0.0075
H -1.16 2.05 2.53 0.1355
H -0.97 0.22 2.89 0.3639
H -3.13 0.07 0.92 0.1442
H -3.66 1.59 2.06 0.1134
H -4.08 -0.95 2.54 -0.3013
H 0.08 5.06 -0.29 0.2996
H -1.63 5.91 -0.27 0.4233
H -1.07 5.16 -1.90 0.2048
C -7.16 -0.28 2.92 -0.1196
Cl -6.77 1.28 2.19 -0.1041
Cl -6.18 -1.57 2.20 -0.0895
Cl -6.93 -0.22 4.67 -0.1003
H -8.21 -0.50 2.72 0.4309
C -4.02 -0.94 6.77 0.2335
Cl -4.09 -0.65 8.51 -0.1270
Cl -3.36 0.47 5.92 -0.0499
Cl -3.04 -2.38 6.43 -0.1273
H -5.03 -1.13 6.40 0.0122
C -2.97 -3.67 1.36 -0.2327
Cl -2.54 -2.87 2.88 -0.0011
Cl -4.58 -4.41 1.48 -0.0853
Cl -2.91 -2.53 0.02 -0.0602
H -2.24 -4.47 1.17 0.3989
C 3.27 -0.86 -7.71 0.6312
Cl 2.79 -2.43 -8.39 -0.1256
Cl 4.91 -0.96 -7.03 -0.1217
Cl 3.18 0.41 -8.94 -0.1316
H 2.58 -0.61 -6.90 -0.2675
C 4.49 -3.04 0.35 0.7529
Cl 4.92 -2.24 1.87 -0.1393
Cl 2.88 -3.77 0.46 -0.1515
Cl 4.55 -1.89 -1.00 -0.0761
H 5.22 -3.83 0.16 -0.3697
C 7.30 -4.38 -2.40 -0.0808
Cl 7.05 -5.00 -0.76 -0.1234
Cl 5.87 -4.68 -3.40 -0.0869
Cl 7.68 -2.65 -2.36 -0.0913
H 8.14 -4.91 -2.84 0.3813
C -3.20 5.28 4.02 0.4230
Cl -3.57 6.98 3.71 -0.1384
Cl -1.45 5.05 4.18 -0.1318
Cl -4.04 4.70 5.46 -0.1201
H -3.54 4.69 3.16 0.0076
C 7.68 -8.31 0.76 0.3686
Cl 9.30 -8.98 0.52 -0.1175
Cl 6.48 -9.61 0.84 -0.1200
Cl 7.63 -7.32 2.23 -0.1269
H 7.44 -7.67 -0.09 -0.0011
C -2.56 -1.60 -6.93 -0.0148
Cl -2.64 -1.30 -5.19 -0.1600
Cl -1.90 -0.19 -7.78 -0.0952
Cl -1.58 -3.04 -7.27 -0.0956
H -3.57 -1.78 -7.30 0.3593
C 0.89 6.97 7.24 -0.0029
Cl 2.42 6.41 6.53 -0.1263
Cl -0.07 7.85 6.04 -0.0988
Cl -0.03 5.60 7.89 -0.1005
H 1.12 7.65 8.06 0.3314
```